{
  "formula": "C31H29F5GeN3O3PdS2Se",
  "method": "ωB97M-V/def2-TZVPD",
  "charge": 0,
  "total_energy_ha": -7490.57523,
  "s_squared": 0.758,
  "homo_energy_ev": [-7.933, -7.914],
  "multiplicity": 2,
  "de_lowest_ev": 0.000,
  "orbital_gap_ev": [6.66, 6.28],
  "elements": ["Pd", "O", "N", "C", "C", "C", "C", "C", "S", "H", "H", "H", "H", "F", "C", "C", "F", "C", "F", "C", "S", "C", "F", "C", "F", "C", "Ge", "C", "C", "C", "Se", "C", "H", "H", "H", "H", "H", "H", "H", "H", "H", "H", "H", "H", "H", "H", "O", "C", "N", "C", "C", "O", "N", "C", "C", "C", "C", "C", "C", "C", "C", "C", "C", "C", "C", "H", "H", "H", "H", "H", "H", "H", "H", "H", "H", "H"],
  "coordinates": [[0.2633, 1.2544, -1.4027], [2.2195, 2.0257, -2.1200], [2.4279, 3.2285, -1.5635], [3.6984, 3.5603, -1.2687], [4.0047, 4.8195, -0.8205], [2.9599, 5.7299, -0.6670], [1.6689, 5.3527, -0.9270], [1.3850, 4.0501, -1.3708], [-0.2203, 3.5211, -1.7207], [4.4145, 2.7727, -1.4413], [5.0292, 5.0633, -0.5883], [3.1609, 6.7329, -0.3143], [0.8346, 6.0223, -0.7800], [-6.7963, 0.7315, -1.3698], [-5.5013, 0.7377, -1.7001], [-4.5912, 1.4406, -0.9371], [-5.0121, 2.1344, 0.1187], [-3.2416, 1.4538, -1.2767], [-2.4423, 2.1697, -0.4700], [-2.7620, 0.7910, -2.3925], [-1.1235, 0.7084, -3.0717], [-3.7113, 0.0914, -3.1364], [-3.3294, -0.5843, -4.2304], [-5.0542, 0.0511, -2.8129], [-5.9082, -0.6363, -3.5748], [2.9869, -4.3085, -2.6410], [1.1722, -3.9438, -3.2257], [1.1606, -3.4987, -5.1130], [0.0163, -5.4438, -2.8241], [0.4463, -2.3861, -2.2809], [1.6073, -0.8435, -2.2575], [2.5976, -1.2531, -0.6458], [3.4050, -5.1282, -3.2262], [3.0129, -4.5918, -1.5881], [3.6276, -3.4371, -2.7861], [1.7272, -4.2308, -5.6885], [1.6117, -2.5183, -5.2716], [0.1404, -3.4695, -5.4959], [0.3594, -6.3446, -3.3332], [-1.0044, -5.2359, -3.1453], [0.0067, -5.6381, -1.7514], [0.1676, -2.6063, -1.2495], [-0.4487, -2.0399, -2.8032], [3.3556, -2.0040, -0.8533], [1.8834, -1.6038, 0.0942], [3.0568, -0.3214, -0.3186], [2.1289, 3.3181, 1.5489], [1.3567, 2.3920, 1.6282], [0.7585, 1.9572, 2.7868], [-0.0210, 0.7498, 2.6152], [0.1420, 0.6107, 1.0944], [-0.4336, -0.2181, 0.3650], [0.9505, 1.5439, 0.5861], [0.6091, -0.4083, 3.3764], [1.6704, -1.1240, 2.8364], [2.2969, -2.1174, 3.5733], [1.8726, -2.4004, 4.8640], [0.8219, -1.6817, 5.4152], [0.1936, -0.6916, 4.6725], [-1.5048, 0.9313, 2.9217], [-2.0405, 2.1875, 3.1621], [-3.3971, 2.3341, 3.4248], [-4.2290, 1.2276, 3.4316], [-3.7007, -0.0297, 3.1631], [-2.3475, -0.1771, 2.9111], [1.0322, 2.3330, 3.6783], [2.0221, -0.8954, 1.8393], [3.1203, -2.6702, 3.1398], [2.3586, -3.1777, 5.4389], [0.4866, -1.8915, 6.4220], [-0.6350, -0.1426, 5.1020], [-1.3983, 3.0579, 3.1479], [-3.8011, 3.3199, 3.6136], [-5.2865, 1.3437, 3.6277], [-4.3466, -0.8982, 3.1528], [-1.9402, -1.1586, 2.7040]],
  "lowdin_charge": [0.586, -0.282, -0.201, -0.014, -0.042, -0.060, -0.076, -0.633, 0.736, 0.140, 0.110, 0.113, 0.111, 0.123, -0.139, -0.141, 0.125, -0.221, 0.018, -0.453, 0.641, -0.254, 0.066, -0.144, 0.124, -0.226, 0.725, -0.213, -0.220, -0.576, 0.954, -0.352, 0.022, 0.023, 0.012, 0.021, 0.018, 0.025, 0.021, 0.023, 0.022, 0.030, -0.008, 0.019, 0.008, 0.030, 0.077, -0.514, 0.157, -0.269, -0.473, -0.021, 0.078, -0.137, -0.015, -0.068, -0.087, -0.070, -0.026, -0.162, -0.020, -0.076, -0.089, -0.069, -0.034, 0.164, 0.080, 0.104, 0.102, 0.104, 0.121, 0.113, 0.104, 0.103, 0.104, 0.125]
}